Model one:
Below is a cluster of 2 separate species, C3H9N2S in total, with properties calculated with ωB97M-V/def2-TZVPD.

Its net charge is +1. As for the HOMO energy (spin up / spin down): -12.621 / -12.621 eV.

CARTESIAN COORDINATES (ANGSTROEM)
C -0.01 -0.32 0.26
C 1.83 -1.34 -1.67
C -2.21 0.66 1.01
N 1.06 -0.18 0.96
N -2.20 1.87 0.44
S 0.08 -0.69 -1.41
H 1.84 -1.67 -2.63
H 2.00 -2.21 -1.17
H 2.49 -0.61 -1.45
H -1.84 0.46 1.99
H -2.90 -0.19 0.59
H 2.00 -0.17 0.66
H -2.62 2.16 -0.43
H 0.96 -0.49 1.91
H -1.65 2.67 0.70

Model two:
Below is a cluster of 2 separate species, C3H9N2S in total, with properties calculated with ωB97M-V/def2-TZVPD.

Its net charge is +1. As for the HOMO energy: -11.550 eV.

CARTESIAN COORDINATES (ANGSTROEM)
C 2.72 -0.65 -0.15
C -0.84 1.22 0.34
C -2.30 -0.85 0.12
N 3.77 -0.02 0.24
N -1.94 0.53 -0.37
S 0.69 1.10 -0.20
H 2.63 -1.52 -0.68
H -1.35 1.75 1.18
H -1.82 -1.63 -0.49
H -1.91 -1.10 1.01
H -3.45 -1.13 0.17
H 3.60 0.94 0.54
H 4.69 -0.23 0.12
H -2.72 1.22 -0.38
H -1.78 0.37 -1.44

Model three:
Below is a cluster of 2 separate species, C3H9N2S in total, with properties calculated with ωB97M-V/def2-TZVPD.

Its net charge is +1. As for the HOMO energy: -13.251 eV.

CARTESIAN COORDINATES (ANGSTROEM)
C 0.41 1.95 0.81
C -0.98 -2.95 -0.21
C 0.20 -3.09 -0.69
N 0.95 3.00 1.43
N 0.02 1.90 -0.41
S -0.34 0.27 -1.02
H 0.30 1.10 1.40
H -1.89 -2.73 -0.81
H -1.32 -3.15 0.82
H -1.13 0.55 -2.12
H 0.49 -2.86 -1.72
H 0.96 -3.35 0.00
H 1.41 2.76 2.30
H 0.81 4.00 1.30
H 0.10 2.60 -1.09

Model four:
Below is a cluster of 2 separate species, C3H9N2S in total, with properties calculated with ωB97M-V/def2-TZVPD.

Its net charge is +1. As for the HOMO energy (spin up / spin down): -13.783 / -11.369 eV.

CARTESIAN COORDINATES (ANGSTROEM)
C 1.07 0.73 0.69
C 0.45 1.68 -0.33
C -0.86 -0.46 -0.04
N -1.63 -1.53 0.10
N 0.58 -0.65 0.37
S -1.30 1.18 0.04
H 2.20 0.94 0.67
H 0.76 1.13 1.61
H 0.45 2.65 -0.01
H 0.54 1.36 -1.29
H -0.54 -1.01 -2.32
H -1.21 -2.43 -0.12
H -2.55 -1.51 -0.30
H 1.25 -0.94 -0.30
H 0.79 -1.14 1.25

Computed relative energies in units of eV: model one 0.678; model two 2.410; model three 0.000; model four 3.090

Model one:
Below is an isolated molecule of C4H9N2O2, with properties calculated with ωB97M-V/def2-TZVPD.

Its net charge is 0. As for the HOMO energy (spin up / spin down): -9.610 / -9.621 eV. Its expectation value of S² is 0.75. Its spin multiplicity is 2.

CARTESIAN COORDINATES (ANGSTROEM)
C -0.79 0.67 0.06
N -1.00 -0.68 -0.46
C -1.04 -0.71 -1.96
O -1.03 0.50 -2.55
C 0.74 0.90 0.21
N 1.44 -0.18 0.83
C 1.49 -0.31 2.17
O 2.08 -1.20 2.76
H -1.27 1.49 -0.47
H -1.15 0.65 1.09
H -1.88 -1.06 -0.16
H -1.97 -1.21 -2.27
H -0.14 -1.23 -2.31
H 0.85 1.83 0.72
H 1.18 1.14 -0.76
H 1.53 -1.03 0.30
H 0.98 0.44 2.80

Model two:
Below is an isolated molecule of C4H9N2O2, with properties calculated with ωB97M-V/def2-TZVPD.

Its net charge is 0. As for the HOMO energy (spin up / spin down): -9.602 / -9.853 eV. Its expectation value of S² is 0.76. Its spin multiplicity is 2.

CARTESIAN COORDINATES (ANGSTROEM)
N 0.89 1.06 0.42
C 0.04 0.26 -0.46
C 0.11 -1.26 -0.21
C 1.64 -1.66 -0.15
O 2.39 -1.00 0.75
C -1.36 0.80 -0.33
N -2.05 0.47 0.83
O -1.87 1.55 -1.12
H 1.89 0.72 0.33
H 0.71 0.77 1.39
H 0.40 0.39 -1.48
H -0.40 -1.89 -0.96
H -0.40 -1.55 0.72
H 2.09 -1.49 -1.14
H 1.60 -2.74 0.10
H -2.77 1.11 1.10
H -1.57 -0.07 1.53

Computed relative energies in units of eV: model one 0.457; model two 0.000

Model one:
Below is a cluster of 2 separate species, CFNO2S2 in total, with properties calculated with ωB97M-V/def2-TZVPD.

Its net charge is 0. As for the HOMO energy: -10.598 eV.

CARTESIAN COORDINATES (ANGSTROEM)
C 1.56 0.09 0.50
N 2.15 0.26 1.49
O -2.05 1.33 0.28
O -3.20 -0.78 -0.34
F 0.46 -1.59 -1.02
S 0.55 0.08 -0.90
S -2.63 0.03 0.73

Model two:
Below is a cluster of 2 separate species, CFNO2S2 in total, with properties calculated with ωB97M-V/def2-TZVPD.

Its net charge is 0. As for the HOMO energy (spin up / spin down): -11.014 / -10.986 eV.

CARTESIAN COORDINATES (ANGSTROEM)
C 2.08 -0.63 -0.01
N 2.71 -0.77 0.95
O -1.16 0.37 1.13
O -2.81 0.63 -0.78
F -1.95 -1.65 -0.06
S 1.15 -0.09 -1.37
S -1.63 -0.01 -0.17

Model three:
Below is an isolated molecule of CFNO2S2, with properties calculated with ωB97M-V/def2-TZVPD.

Its net charge is 0. As for the HOMO energy: -9.679 eV.

CARTESIAN COORDINATES (ANGSTROEM)
C 1.51 0.60 0.42
N 0.44 1.19 0.22
O -2.09 -1.07 0.58
O -0.73 0.87 -0.43
F -0.45 -1.64 -1.16
S 2.96 0.61 1.03
S -1.64 -0.56 -0.66

Computed relative energies in units of eV: model one 0.000; model two 1.810; model three 1.571

Model one:
Below is a cluster of 2 separate species, C3H11N2O in total, with properties calculated with ωB97M-V/def2-TZVPD.

Its net charge is +1. As for the HOMO energy: -12.815 eV.

CARTESIAN COORDINATES (ANGSTROEM)
C 1.92 -1.99 -1.31
N 2.32 -0.94 -0.70
H 1.11 -2.56 -0.86
H 2.36 -2.30 -2.25
H 3.04 -0.38 -1.16
H 1.71 -0.59 0.12
C -0.19 0.84 0.73
O 0.49 -0.41 1.08
C -1.66 0.57 0.45
N -2.22 1.71 -0.26
H 0.04 1.54 1.53
H 0.29 1.19 -0.18
H 0.00 -0.80 1.82
H -1.68 -0.28 -0.24
H -2.14 0.31 1.40
H -2.19 2.55 0.31
H -3.20 1.54 -0.46

Model two:
Below is a cluster of 2 separate species, C3H11N2O in total, with properties calculated with ωB97M-V/def2-TZVPD.

Its net charge is +1. As for the HOMO energy: -14.996 eV.

CARTESIAN COORDINATES (ANGSTROEM)
C -0.93 -2.41 0.17
C -0.66 -1.25 -0.78
N 2.00 0.93 0.43
C 0.81 0.41 0.15
N 0.69 -0.67 -0.57
H -1.97 -2.31 0.48
H -0.76 -3.42 -0.20
H -0.30 -2.41 1.06
H -0.71 -1.58 -1.82
H -1.40 -0.46 -0.76
H 2.79 0.81 -0.17
H 2.02 1.77 0.97
H -0.05 0.81 0.68
H 1.46 -1.32 -0.64
H -2.26 2.91 0.89
H -1.40 3.19 -0.20
O -1.49 2.50 0.48

Computed relative energies in units of eV: model one 1.390; model two 0.000

Model one:
Below is a cluster of 2 separate species, C4H13NO2 in total, with properties calculated with ωB97M-V/def2-TZVPD.

Its net charge is 0. As for the HOMO energy: -9.585 eV. As for the SMILES: NCCCCO.O.

CARTESIAN COORDINATES (ANGSTROEM)
C -1.19 0.20 -1.19
O -1.59 -1.12 -1.47
C 0.34 0.23 -1.40
C 1.12 -0.90 -0.76
C 0.96 -0.93 0.79
N 0.84 0.48 1.49
H -1.85 0.93 -1.82
H -1.66 0.45 -0.17
H -1.73 -1.13 -2.41
H 0.43 0.00 -2.45
H 0.76 1.15 -1.04
H 0.76 -1.97 -1.30
H 2.32 -0.97 -0.95
H 1.82 -1.29 1.44
H -0.05 -1.64 0.86
H 0.60 0.40 2.58
H 1.68 0.97 1.59
H -0.92 1.79 1.38
H -1.15 1.36 2.78
O -1.49 1.98 2.07

Model two:
Below is a cluster of 3 separate species, C4H13NO2 in total, with properties calculated with ωB97M-V/def2-TZVPD.

Its net charge is 0. As for the HOMO energy: -7.772 eV.

CARTESIAN COORDINATES (ANGSTROEM)
C 1.97 0.35 1.39
C 2.11 -0.67 0.42
N 1.49 -0.20 -1.14
C 0.00 -0.41 -1.05
C -0.69 0.99 -1.42
H 2.81 0.93 1.59
H 1.35 0.25 2.19
H 1.46 -1.59 0.45
H 1.55 0.71 -0.75
H -0.26 -1.12 -1.85
H -0.21 -0.70 -0.04
H -1.78 0.97 -1.24
H -0.18 1.61 -0.70
H -0.44 1.46 -2.38
H -2.26 -0.10 0.87
H -2.66 1.01 1.96
O -2.52 0.87 1.04
H 3.09 -0.98 -0.02
H -2.69 -2.07 0.48
O -2.14 -1.32 0.21

Computed relative energies in units of eV: model one 0.000; model two 5.579

Model one:
Below is an isolated molecule of C2H9NO2Si, with properties calculated with ωB97M-V/def2-TZVPD.

Its net charge is 0. As for the HOMO energy: -8.421 eV. As for the SMILES: CN(C)[SiH](O)O.

CARTESIAN COORDINATES (ANGSTROEM)
C 1.01 -1.31 0.24
C -0.63 0.16 1.34
N 0.13 -0.25 0.11
O 0.30 0.21 -2.68
O -1.82 1.01 -1.67
Si -0.25 0.81 -1.28
H 1.01 -2.06 -0.53
H 2.06 -1.04 0.32
H 0.82 -1.84 1.19
H -1.34 0.91 0.92
H -1.11 -0.66 1.80
H 0.07 0.66 1.94
H 0.69 -0.62 -2.73
H -2.09 0.92 -2.65
H 0.30 2.02 -0.94

Model two:
Below is a structure of composition C2H9NO2Si, with properties calculated with ωB97M-V/def2-TZVPD.

Its net charge is 0. As for the HOMO energy: -6.083 eV.

CARTESIAN COORDINATES (ANGSTROEM)
C -1.12 -1.18 2.15
C 0.09 -0.21 -2.47
N 0.01 -0.21 2.01
O 1.22 0.81 0.26
O 1.07 2.48 -1.83
Si 0.78 1.03 -1.16
H -2.06 -0.85 1.59
H -0.91 -2.22 1.94
H -1.47 -1.39 3.14
H -0.98 -0.17 -2.33
H 0.19 0.22 -3.43
H 0.32 -1.36 -2.40
H 0.75 -0.16 2.78
H 0.58 0.24 0.84
H 1.52 2.96 -1.08

Computed relative energies in units of eV: model one 0.000; model two 3.676

Model one:
Below is a structure of composition C4H4N2OS, with properties calculated with ωB97M-V/def2-TZVPD.

Its net charge is 0. As for the HOMO energy (spin up / spin down): -8.211 / -8.211 eV.

CARTESIAN COORDINATES (ANGSTROEM)
C 1.16 -0.30 -1.80
C 1.80 1.29 -2.74
C 0.38 0.43 -0.79
C 0.10 -0.27 0.44
N 1.58 2.18 -1.79
N 1.11 1.81 -0.67
O 2.24 1.20 -3.82
S 1.14 -1.76 -2.31
H -0.51 0.68 -1.26
H -0.64 0.31 0.93
H 0.97 -0.52 0.98
H -0.48 -1.22 0.26

Model two:
Below is a structure of composition C4H4N2OS, with properties calculated with ωB97M-V/def2-TZVPD.

Its net charge is 0. As for the HOMO energy: -9.358 eV.

CARTESIAN COORDINATES (ANGSTROEM)
C 1.20 -0.80 -0.65
C 0.05 0.63 1.06
C -0.27 1.80 0.07
C -1.35 -0.97 -0.27
H 1.25 -1.56 -1.38
H 1.44 0.78 1.10
H -0.75 0.48 2.01
H -1.30 -1.92 -1.08
N -0.05 -0.57 0.04
N -0.35 2.61 -0.88
O -2.41 -0.47 -0.01
S 2.52 -0.01 -0.02

Computed relative energies in units of eV: model one 0.100; model two 0.000

Model one:
Below is a cluster of 2 separate species, C4H4N2OS in total, with properties calculated with ωB97M-V/def2-TZVPD.

Its net charge is 0. As for the HOMO energy: -8.441 eV. As for the SMILES: [H]/N=C/C=C=S.C#[N+][O-].

CARTESIAN COORDINATES (ANGSTROEM)
C 0.37 -1.21 0.71
C -0.64 -1.53 -0.30
C 0.40 2.49 0.01
C 1.44 -0.45 0.38
N -0.43 -1.43 -1.51
N -0.58 1.96 0.30
O -1.40 1.38 0.93
S 2.77 0.25 0.01
H 0.03 -1.21 1.69
H -1.47 -2.07 0.29
H 0.78 3.45 -0.42
H -1.28 -1.64 -2.08

Model two:
Below is an isolated molecule of C4H4N2OS, with properties calculated with ωB97M-V/def2-TZVPD.

Its net charge is 0. As for the HOMO energy: -8.560 eV. As for the SMILES: Oc1cnc(S)cn1.

CARTESIAN COORDINATES (ANGSTROEM)
C -1.22 -0.37 0.05
C -0.85 0.89 0.52
C 1.31 0.46 -0.02
C 0.93 -0.81 -0.49
H -2.68 -2.11 -0.43
H -1.60 1.59 0.91
H 2.64 1.74 0.28
H 1.69 -1.47 -0.89
N 0.42 1.31 0.48
N -0.32 -1.20 -0.45
O 2.60 0.84 -0.08
S -2.92 -0.86 0.12

Model three:
Below is a structure of composition C4H4N2OS, with properties calculated with ωB97M-V/def2-TZVPD.

Its net charge is 0. As for the HOMO energy: -8.496 eV.

CARTESIAN COORDINATES (ANGSTROEM)
C -0.22 0.68 -0.48
C -0.34 0.55 0.92
C 0.16 -0.72 1.55
C 1.20 -1.19 -0.48
H -2.41 1.81 -1.12
H -0.97 1.32 1.48
H 0.20 -2.49 2.47
H 1.78 -1.77 -1.16
N -0.09 -1.18 2.73
N 0.69 -1.72 0.64
O 0.71 -0.05 -0.98
S -0.83 1.62 -1.65

Computed relative energies in units of eV: model one 5.585; model two 0.000; model three 4.964